1.
Here is a structure of composition C61H45HfNO4P3Si from the OMol25 dataset. Energies are from ωB97M-V/def2-TZVPD.

Properties
Net charge: +1

Each line ends with the Löwdin charge.
Atoms and positions in Å:
1 Hf -0.138 -0.046 0.773  1.21
2 P -0.845 1.863 -1.158  1.05
3 P -0.801 -1.958 -1.307  1.07
4 P 2.024 0.008 2.332  1.04
5 Si 1.822 -0.039 -0.992  0.62
6 O -0.536 -1.872 1.621  -0.25
7 O -0.411 1.719 1.817  -0.24
8 O -1.835 3.376 2.390  0.14
9 O -2.061 -3.418 2.240  0.15
10 N -2.159 -0.002 1.687  0.02
11 C -0.930 5.885 -0.175  -0.06
12 C -3.317 -1.018 -1.727  -0.12
13 C 0.672 -3.359 -3.247  -0.09
14 C 0.228 2.927 -3.499  -0.09
15 C 1.804 -3.687 -3.972  -0.06
16 C 1.857 -1.562 -2.143  -0.29
17 C -2.576 -2.390 -3.551  -0.07
18 C 3.359 -3.535 3.960  -0.07
19 C 1.225 5.004 0.397  -0.06
20 C 3.000 -1.940 -2.849  -0.09
21 C 1.195 -3.045 4.879  -0.06
22 C 0.830 3.753 -0.034  -0.09
23 C -4.811 -1.489 -3.540  -0.07
24 C 0.338 6.070 0.342  -0.07
25 C 4.752 0.261 2.003  -0.12
26 C -2.470 2.026 -1.963  -0.36
27 C 4.719 0.381 -0.753  -0.09
28 C -4.555 -0.866 -2.328  -0.09
29 C 2.108 3.683 5.108  -0.06
30 C -2.751 -1.161 1.958  -0.15
31 C -1.329 4.631 -0.618  -0.08
32 C 3.324 -2.359 3.224  -0.07
33 C 0.249 -5.480 0.435  -0.06
34 C 2.377 2.387 -4.402  -0.06
35 C 2.223 -1.513 3.319  -0.33
36 C -3.817 -2.242 -4.150  -0.06
37 C 1.356 2.567 5.443  -0.06
38 C -3.944 1.229 2.600  0.04
39 C -0.883 -6.277 0.311  -0.07
40 C -2.017 -5.779 -0.305  -0.07
41 C -4.651 0.035 2.735  0.00
42 C 2.893 2.559 3.132  -0.09
43 C -3.969 1.700 -3.819  -0.07
44 C -0.902 -3.683 -0.682  -0.37
45 C 1.209 3.137 -4.449  -0.06
46 C 2.158 1.427 3.475  -0.34
47 C 0.673 -2.273 -2.369  -0.36
48 C 2.564 1.463 -3.389  -0.08
49 C -4.038 -1.185 2.463  0.04
50 C 5.941 0.421 1.315  -0.06
51 C 1.144 -1.888 4.124  -0.12
52 C 2.975 -2.969 -3.774  -0.06
53 C -2.031 -4.480 -0.798  -0.08
54 C -0.460 3.553 -0.530  -0.35
55 C -2.670 1.164 2.069  -0.16
56 C 2.308 -3.870 4.799  -0.06
57 C 3.540 0.142 1.315  -0.39
58 C -4.828 2.473 -1.713  -0.07
59 C 3.504 0.186 -0.089  -0.26
60 C -1.583 2.240 2.089  -0.56
61 C 0.243 -4.191 -0.062  -0.10
62 C -2.316 -1.791 -2.321  -0.35
63 C 0.407 1.972 -2.495  -0.37
64 C 5.918 0.494 -0.070  -0.06
65 C 2.875 3.675 3.955  -0.06
66 C -3.556 2.408 -1.171  -0.11
67 C 1.376 1.448 4.629  -0.08
68 C 1.602 1.254 -2.397  -0.27
69 C -2.692 1.637 -3.282  -0.09
70 C -1.739 -2.307 1.922  -0.55
71 C -5.034 2.130 -3.043  -0.08
72 H 0.362 -3.316 5.514  0.11
73 H -5.314 -0.256 -1.856  0.11
74 H -2.925 -4.096 -1.275  0.11
75 H -1.869 1.286 -3.890  0.11
76 H 6.839 0.644 -0.620  0.11
77 H 0.786 0.583 4.904  0.09
78 H 3.144 2.532 -5.151  0.11
79 H 0.246 -1.283 4.136  0.09
80 H -4.131 1.415 -4.850  0.12
81 H -3.396 2.676 -0.132  0.10
82 H -5.659 2.799 -1.100  0.11
83 H -5.780 -1.384 -4.010  0.11
84 H -0.876 -7.288 0.697  0.11
85 H 4.213 -4.194 3.870  0.11
86 H -4.344 2.178 2.931  0.13
87 H 3.461 4.546 3.690  0.11
88 H 1.780 -4.521 -4.660  0.11
89 H -0.675 3.524 -3.523  0.11
90 H 4.730 0.461 -1.832  0.08
91 H 1.139 -5.861 0.920  0.11
92 H 2.092 4.557 5.745  0.11
93 H -0.199 -3.994 -3.322  0.10
94 H 1.069 3.888 -5.215  0.11
95 H 4.150 -2.117 2.571  0.10
96 H 3.477 0.880 -3.382  0.08
97 H 4.753 0.243 3.087  0.12
98 H -6.027 2.193 -3.469  0.11
99 H 3.935 -1.425 -2.660  0.09
100 H -3.118 -0.527 -0.780  0.07
101 H -2.899 -6.398 -0.393  0.11
102 H 0.639 7.046 0.702  0.11
103 H 1.128 -3.573 0.029  0.11
104 H -4.011 -2.726 -5.099  0.11
105 H 2.227 5.150 0.776  0.11
106 H -1.818 -2.961 -4.064  0.09
107 H -1.619 6.717 -0.242  0.11
108 H 6.875 0.502 1.856  0.11
109 H -2.320 4.503 -1.032  0.10
110 H 3.488 2.573 2.228  0.10
111 H -5.657 0.053 3.132  0.12
112 H 3.870 -3.228 -4.324  0.11
113 H 1.532 2.926 0.009  0.09
114 H 2.346 -4.782 5.379  0.11
115 H 0.748 2.569 6.338  0.11
116 H -4.526 -2.127 2.670  0.13

Cartesian forces (eV/Å) of the 2 atoms listed first:
Hf -0.7 -0.2 1.0
P 0.6 0.8 -0.8

---

2.
Here is an isolated molecule of C4H10N2OS from the OMol25 dataset. Energies are from ωB97M-V/def2-TZVPD.

Properties
SMILES: CNC(=O)[C@@H](N)CS
Net charge: 0

Each line ends with the Löwdin charge.
Atoms and positions in Å:
1 S -0.116 3.104 -0.792  0.70
2 O -0.523 -1.280 -1.720  0.05
3 N 1.471 0.525 0.116  0.06
4 N -0.342 -1.929 0.413  0.03
5 C -0.294 -0.987 -0.560  -0.47
6 C -0.487 1.371 -1.227  -0.52
7 C 0.043 0.452 -0.156  -0.42
8 C -0.048 -1.741 1.808  -0.09
9 H -0.430 -2.877 0.095  0.14
10 H -0.505 0.710 0.751  0.13
11 H -0.915 -1.439 2.394  0.08
12 H 0.724 -0.982 1.945  0.07
13 H 0.363 -2.658 2.224  0.09
14 H 1.727 1.440 0.437  0.05
15 H -1.060 3.638 -1.575  -0.15
16 H -1.565 1.206 -1.265  0.09
17 H 2.051 0.266 -0.668  0.09
18 H -0.093 1.182 -2.220  0.08

Cartesian forces (eV/Å) of the 2 atoms listed first:
S -0.1 0.0 0.1
O 0.1 0.1 -0.2

---

3.
Here is the ion C6H14NO with charge -1 from the OMol25 dataset. Energies are from ωB97M-V/def2-TZVPD.

Properties
SMILES: CCN[C@H](C)CC[O-]
Net charge: -1

Each line ends with the Löwdin charge.
Atoms and positions in Å:
1 O 1.237 1.920 -2.186  -0.38
2 N -0.884 -0.232 1.118  -0.08
3 C 0.097 -1.778 2.812  -0.12
4 C -0.020 1.482 -2.346  -0.53
5 C 1.295 -0.416 -0.256  -0.09
6 C -0.204 -0.224 -0.301  -0.38
7 C -0.634 1.076 -0.930  -0.19
8 C -1.004 -1.535 1.763  -0.31
9 H -0.777 2.244 -2.741  0.07
10 H -0.145 -1.176 3.692  0.06
11 H 1.742 0.376 -0.924  0.06
12 H -0.556 1.919 -0.214  0.11
13 H -0.706 -1.139 -0.661  0.12
14 H -0.135 0.654 -3.058  0.06
15 H -1.688 0.885 -1.168  0.08
16 H -0.460 0.487 1.691  0.08
17 H 1.062 -1.524 2.425  0.04
18 H 0.242 -2.825 3.086  0.06
19 H -2.016 -1.651 2.183  0.09
20 H 1.719 -1.343 -0.677  0.07
21 H -0.812 -2.311 0.977  0.11
22 H 1.804 -0.140 0.660  0.05

Cartesian forces (eV/Å) of the 2 atoms listed first:
O 0.3 0.2 -0.6
N 0.1 -0.1 -1.5

---

4.
Here is a cluster of 14 separate species, C6H35O15 in total from the OMol25 dataset. Energies are from ωB97M-V/def2-TZVPD.

Properties
Net charge: -1

Each line ends with the Löwdin charge.
Atoms and positions in Å:
1 O 0.122 1.519 -1.676  -0.04
2 O -1.113 4.053 2.483  -0.08
3 O 2.241 -0.902 1.925  -0.09
4 O -3.811 -0.985 3.183  -0.05
5 O -3.523 0.751 -1.322  -0.09
6 O -2.346 2.831 -0.323  -0.06
7 O 1.923 2.458 -3.803  -0.09
8 O 1.318 3.854 -1.699  -0.09
9 O 0.288 -4.498 1.028  -0.07
10 O -0.769 -1.923 3.007  -0.04
11 O 1.316 -3.521 3.367  -0.11
12 O -1.040 0.768 1.071  -0.06
13 O 4.126 0.891 1.415  -0.04
14 O 1.167 2.649 1.129  -0.05
15 O 1.193 0.217 -0.273  -0.11
16 C -0.645 -1.941 -1.696  -0.36
17 C -1.565 -1.593 -2.785  -0.09
18 C 0.898 0.557 -1.470  -0.58
19 C -0.927 -2.247 -0.427  0.03
20 C 1.247 -0.422 -2.581  -0.10
21 C 0.807 -1.849 -2.179  -0.16
22 H 0.665 -0.061 -3.450  0.11
23 H 0.760 3.094 -1.412  0.00
24 H -1.222 -1.931 -3.785  0.08
25 H -2.973 1.560 -1.148  -0.01
26 H -0.611 -1.604 3.904  0.08
27 H 0.989 2.288 -3.674  0.01
28 H 2.238 -0.352 -2.988  0.11
29 H -2.253 2.196 0.399  0.01
30 H 4.359 0.668 0.508  0.07
31 H -2.973 -1.425 3.255  -0.02
32 H 0.671 4.551 -1.876  0.06
33 H 0.531 -4.619 1.943  0.00
34 H 2.121 3.320 -3.381  0.02
35 H -0.249 -1.224 2.560  0.05
36 H -1.987 -0.553 -2.894  0.09
37 H -4.005 -0.865 2.255  0.02
38 H -0.644 -4.730 0.977  0.04
39 H 2.194 -3.142 3.268  0.03
40 H -1.245 -0.152 0.886  0.00
41 H -2.519 -2.174 -2.708  0.09
42 H -1.970 3.771 2.148  0.01
43 H 1.816 3.347 1.169  0.05
44 H 1.554 -2.222 -1.396  0.13
45 H -0.140 -2.569 0.249  0.05
46 H 3.035 -0.347 1.828  -0.02
47 H -0.053 0.774 0.931  0.02
48 H 1.356 1.914 0.521  0.00
49 H -0.544 3.363 2.097  -0.01
50 H -3.266 0.211 -0.568  0.00
51 H 1.003 -2.616 -2.959  0.11
52 H 1.679 -0.643 1.173  -0.01
53 H 0.610 -2.877 3.076  -0.01
54 H 3.528 1.656 1.381  0.05
55 H -1.391 2.853 -0.506  0.04
56 H -1.972 -2.129 -0.155  0.07

Cartesian forces (eV/Å) of the 2 atoms listed first:
O 0.5 0.0 -0.8
O 0.1 -0.5 -0.2

---

5.
Here is an isolated molecule of C22H29N5O2S from the OMol25 dataset. Energies are from ωB97M-V/def2-TZVPD.

Properties
SMILES: Cc1ccc(S(=O)(=O)NC2=NCN(C3CCN(Cc4ccccc4)CC3)CN2)cc1
Net charge: 0

Each line ends with the Löwdin charge.
Atoms and positions in Å:
1 S -1.442 -2.190 -0.687  0.68
2 O -0.601 -3.248 -0.221  -0.27
3 O -0.954 -1.339 -1.740  -0.29
4 N -2.197 0.757 -0.503  0.07
5 N -1.838 -1.245 0.642  -0.01
6 N -1.127 2.735 0.432  -0.11
7 N 3.194 2.499 0.228  -0.17
8 N -1.527 0.724 1.762  0.11
9 C 1.088 3.725 0.776  -0.12
10 C 2.419 1.516 -0.504  -0.17
11 C -5.302 -2.512 -1.779  -0.03
12 C 4.350 -0.305 2.089  -0.05
13 C 5.690 1.010 0.605  -0.04
14 C 2.519 3.780 0.223  -0.19
15 C 3.614 2.046 1.545  -0.16
16 C 5.238 -1.359 1.958  -0.09
17 C -3.179 -4.219 -1.276  -0.05
18 C 0.977 1.351 -0.001  -0.11
19 C -4.407 -4.733 -1.654  -0.03
20 C 6.576 -0.042 0.470  -0.08
21 C -1.406 2.164 1.736  -0.21
22 C -4.077 -1.990 -1.403  -0.05
23 C 6.352 -1.230 1.149  -0.10
24 C -1.824 0.148 0.669  -0.49
25 C -3.027 -2.852 -1.158  -0.28
26 C 0.264 2.711 -0.023  -0.31
27 C -2.091 2.221 -0.498  -0.17
28 C -5.481 -3.886 -1.912  -0.27
29 C 4.569 0.889 1.418  -0.23
30 C -6.813 -4.448 -2.300  -0.05
31 H -3.931 -0.927 -1.294  0.10
32 H 0.620 4.708 0.708  0.12
33 H 2.489 4.125 -0.816  0.12
34 H 0.471 0.629 -0.645  0.10
35 H -4.535 -5.801 -1.752  0.12
36 H 7.444 0.061 -0.165  0.10
37 H -1.867 0.273 -1.330  0.08
38 H -3.074 2.617 -0.207  0.13
39 H 3.477 -0.414 2.718  0.11
40 H -2.340 2.609 2.107  0.12
41 H -7.389 -4.682 -1.405  0.09
42 H 5.850 1.936 0.074  0.11
43 H 5.055 -2.284 2.485  0.10
44 H -0.612 2.428 2.437  0.11
45 H 2.774 1.755 2.196  0.11
46 H -6.131 -1.847 -1.974  0.12
47 H 0.979 0.950 1.014  0.11
48 H -7.381 -3.731 -2.888  0.08
49 H 1.123 3.441 1.828  0.10
50 H 2.396 1.836 -1.551  0.13
51 H -6.696 -5.365 -2.872  0.08
52 H 7.044 -2.053 1.044  0.10
53 H 3.116 4.492 0.799  0.12
54 H 2.940 0.558 -0.454  0.12
55 H -1.861 2.563 -1.509  0.13
56 H -2.333 -4.855 -1.070  0.11
57 H 4.132 2.884 2.024  0.13
58 H -1.549 -1.646 1.521  0.12
59 H 0.234 3.061 -1.064  0.15

Cartesian forces (eV/Å) of the 2 atoms listed first:
S -0.2 -0.1 0.4
O -0.3 -0.1 0.1

---

6.
Here is a cluster of 3 separate species, C12H15F9O6 in total from the OMol25 dataset. Energies are from ωB97M-V/def2-TZVPD.

Properties
SMILES: CCOC(=O)C(F)(F)F.CCOC(=O)C(F)(F)F.CCOC(=O)C(F)(F)F
Net charge: 0

Each line ends with the Löwdin charge.
Atoms and positions in Å:
1 F -3.340 -0.584 0.063  0.05
2 F 3.753 -2.355 -0.653  0.14
3 F 2.918 0.381 -0.716  0.11
4 F 1.802 -3.249 -0.968  0.19
5 F 3.514 -4.588 -1.006  0.12
6 F -1.916 -1.347 -1.582  0.16
7 F -3.957 -2.129 -1.459  0.20
8 F 0.751 -0.239 -1.003  0.09
9 F 1.728 1.266 -2.421  0.16
10 O 2.783 -4.865 1.476  0.14
11 O -2.517 0.864 -2.512  0.02
12 O 0.308 1.524 0.689  0.05
13 O 2.603 -2.621 1.762  0.02
14 O -4.749 0.401 -2.400  0.18
15 O 1.550 3.161 -0.385  0.15
16 C -1.714 2.923 -3.107  -0.09
17 C -0.512 2.412 1.283  -0.25
18 C -1.430 1.744 2.273  -0.02
19 C 2.775 -3.707 1.077  -0.42
20 C 2.238 -1.336 3.678  -0.07
21 C 2.978 -3.446 -0.413  -0.50
22 C 1.655 0.850 -1.135  -0.39
23 C -3.200 -1.056 -1.322  -0.43
24 C -3.604 0.178 -2.157  -0.40
25 C 2.236 -2.783 3.203  -0.15
26 C 1.174 1.986 -0.275  -0.30
27 C -2.717 1.880 -3.497  -0.20
28 H -0.901 1.278 3.030  0.06
29 H 2.887 -3.619 3.623  0.15
30 H 1.628 -0.526 3.229  0.08
31 H -2.496 1.582 -4.575  0.15
32 H 2.227 -1.307 4.769  0.07
33 H -0.674 2.509 -2.980  0.08
34 H -2.031 1.123 1.798  0.01
35 H -1.798 3.460 -2.228  0.04
36 H -2.124 2.404 2.830  0.11
37 H 1.242 -3.305 3.249  0.14
38 H 3.330 -0.951 3.585  0.11
39 H -0.137 3.008 1.927  0.06
40 H -1.025 2.987 0.546  0.14
41 H -3.790 2.426 -3.412  0.17
42 H -1.445 3.665 -3.886  0.09

Cartesian forces (eV/Å) of the 2 atoms listed first:
F 0.6 -1.3 -2.7
F -0.4 -1.2 0.0

---

In eV, the HOMO values for the records above are, in order, -10.6; -9.1; -2.3; -6.7; -8.2; -11.1.
In hartree, the orbital gap values for the records above are, in order, 0.2686; 0.3645; 0.2160; 0.3392; 0.3250; 0.4155.
In eV, the E values for the records above are, in order, -110718.7151; -20173.3816; -9985.1901; -37505.6354; -45665.3368; -49427.2265.